# 1
Below is a molecular structure, C22H23N2O7P3SbSe4Zr at a distorted geometry, with properties calculated with the ωB97M-V functional and the def2-TZVPD basis.

HOMO-LUMO gap: 5.7 eV
LUMO level: 1.6 eV
net charge: -1

Last column: Mulliken charge in e.
Geometry (Å):
Zr: -0.497 -1.503 -0.020  0.49
Se: -5.214 -2.392 -0.690  -0.73
Sb: -3.320 -0.951 -0.179  0.62
Se: -2.154 -1.783 1.893  -0.57
Se: -1.738 -0.992 -2.163  -0.60
Se: -4.338 1.198 0.201  -0.65
O: 1.018 -2.653 -2.234  -0.35
P: 1.918 -1.659 -1.296  0.68
O: 3.243 -1.418 -1.854  -0.84
O: 0.968 -0.533 -0.964  0.41
O: 1.940 -2.639 0.020  -0.42
P: 1.613 -2.273 1.596  0.72
O: 0.622 -3.544 1.879  -0.41
O: 2.798 -2.316 2.442  -0.78
O: 0.671 -1.101 1.547  0.07
H: 1.409 -2.692 -3.117  0.28
H: 0.868 -3.934 2.729  0.29
C: -0.003 -7.172 -0.985  -0.89
N: -0.678 -5.894 -0.933  0.16
C: -2.008 -5.637 -1.180  -0.76
C: -2.189 -4.312 -0.948  -0.12
N: -0.994 -3.749 -0.554  0.63
C: -0.115 -4.736 -0.561  -0.76
H: -0.570 -7.855 -1.613  0.32
H: 0.088 -7.601 0.013  0.31
H: 0.993 -7.049 -1.406  0.33
H: -2.701 -6.394 -1.500  0.43
H: -3.116 -3.764 -1.059  -0.12
H: 0.929 -4.678 -0.319  0.49
C: -1.507 5.836 1.993  -0.50
C: -2.459 4.832 1.998  -0.58
C: -2.152 3.562 1.518  -0.10
C: -0.883 3.296 1.025  0.36
C: 0.068 4.317 0.999  -0.24
C: -0.239 5.576 1.483  -0.73
P: -0.395 1.621 0.371  0.96
C: -0.185 2.217 -1.362  1.68
C: -1.403 2.404 -2.019  -0.55
C: -1.435 2.790 -3.349  -0.67
C: -0.250 2.999 -4.039  -0.57
C: 0.962 2.856 -3.381  -0.79
C: 0.996 2.471 -2.047  -0.18
C: 1.214 1.650 1.288  0.93
C: 1.020 1.722 2.670  -0.74
C: 2.075 1.577 3.552  -0.65
C: 3.360 1.370 3.071  -0.58
C: 3.572 1.326 1.704  -0.76
C: 2.510 1.462 0.818  -0.36
H: -1.742 6.819 2.382  0.36
H: -3.454 5.026 2.381  0.43
H: -2.913 2.791 1.517  0.19
H: 1.056 4.128 0.598  0.28
H: 0.513 6.355 1.466  0.40
H: -2.339 2.249 -1.489  0.22
H: -2.390 2.897 -3.848  0.44
H: -0.268 3.276 -5.086  0.35
H: 1.892 3.036 -3.907  0.43
H: 1.955 2.368 -1.562  0.12
H: 0.015 1.859 3.056  0.35
H: 1.892 1.596 4.619  0.40
H: 4.186 1.226 3.755  0.35
H: 4.565 1.147 1.312  0.40
H: 2.721 1.372 -0.236  0.13

=====

# 2
Below is a single C16H21NO5 molecule, with properties calculated with the ωB97M-V functional and the def2-TZVPD basis.

HOMO-LUMO gap: 9.3 eV
LUMO level: 0.5 eV
SMILES string: CCCOC(=O)c1ccc(NC(=O)CCC(=O)OCC)cc1

Last column: Mulliken charge in e.
Geometry (Å):
C: -6.557 1.504 0.681  -1.09
C: -6.525 0.127 0.029  -0.36
C: -5.598 -0.832 0.774  -0.56
H: -5.873 -0.899 1.829  0.35
H: -5.637 -1.824 0.312  0.36
O: -4.249 -0.371 0.769  -0.34
C: -3.522 -0.646 -0.324  0.56
O: -3.940 -1.279 -1.264  -0.64
C: -2.151 -0.095 -0.240  0.13
C: -1.712 0.636 0.862  -0.81
C: -0.427 1.130 0.894  -0.85
C: 0.449 0.907 -0.171  1.14
C: 0.010 0.182 -1.277  -0.38
C: -1.277 -0.313 -1.303  -0.81
H: -1.630 -0.879 -2.152  0.46
H: 0.680 0.010 -2.102  0.53
N: 1.735 1.432 -0.070  0.02
C: 2.815 1.215 -0.877  0.53
O: 2.791 0.579 -1.904  -0.61
C: 4.087 1.868 -0.348  -1.02
H: 3.923 2.937 -0.201  0.36
H: 4.860 1.732 -1.105  0.37
C: 4.547 1.223 0.969  -0.68
C: 4.622 -0.282 0.775  0.70
O: 5.600 -0.878 0.417  -0.60
O: 3.439 -0.836 1.048  -0.25
C: 3.273 -2.236 0.794  -0.40
C: 2.336 -2.447 -0.385  -0.82
H: 2.256 -3.509 -0.598  0.45
H: 2.722 -1.936 -1.264  0.22
H: 1.348 -2.053 -0.161  0.12
H: 2.858 -2.666 1.710  0.28
H: 4.258 -2.670 0.595  0.35
H: 5.538 1.594 1.229  0.37
H: 3.852 1.439 1.781  0.39
H: 1.902 1.958 0.776  0.17
H: -0.089 1.695 1.753  0.32
H: -2.384 0.810 1.688  0.47
H: -7.525 -0.308 0.017  0.37
H: -6.180 0.211 -1.003  0.28
H: -6.942 1.436 1.697  0.30
H: -7.194 2.177 0.114  0.34
H: -5.556 1.926 0.721  0.27

=====

# 3
Below is 4 unconnected molecules or ions with the total composition H8O4, with properties calculated with the ωB97M-V functional and the def2-TZVPD basis.

HOMO-LUMO gap: 11.0 eV
LUMO level: 0.2 eV
SMILES string: O.O.O.O

Last column: Mulliken charge in e.
Geometry (Å):
O: 2.425 -7.373 -25.964  -0.64
H: 2.775 -6.756 -25.305  0.37
H: 2.075 -8.113 -25.460  0.30
O: 3.504 -6.960 -28.663  -0.63
H: 2.831 -6.896 -27.971  0.33
H: 3.486 -6.115 -29.120  0.31
O: 0.963 -6.146 -22.150  -0.63
H: 1.634 -5.750 -22.721  0.35
H: 1.428 -6.838 -21.670  0.31
O: 3.067 -5.166 -24.125  -0.72
H: 2.628 -4.312 -24.214  0.34
H: 4.010 -4.965 -24.137  0.31

=====

# 4
Below is 10 unconnected molecules or ions with the total composition C9H40N4O10 at a distorted geometry, with properties calculated with the ωB97M-V functional and the def2-TZVPD basis.

HOMO-LUMO gap: 9.2 eV
LUMO level: 0.0 eV
SMILES string: COC[C@H](C)N.COC[C@H](C)N.NC(N)=O.O.O.O.O.O.O.O

Last column: Mulliken charge in e.
Geometry (Å):
C: -25.984 9.221 -3.021  0.62
O: -24.805 9.289 -2.746  -0.61
N: -26.838 8.235 -2.584  -0.47
N: -26.643 10.154 -3.782  -0.41
H: -27.794 8.266 -2.885  0.16
H: -26.454 7.586 -1.922  0.23
H: -27.643 10.139 -3.883  0.15
H: -26.188 11.009 -4.039  0.22
C: -19.400 9.216 -2.265  -1.07
C: -19.385 7.679 -2.154  0.84
C: -18.321 7.041 -2.992  -1.18
O: -17.041 7.390 -2.498  -0.33
C: -16.101 7.763 -3.487  -0.76
N: -19.415 7.238 -0.739  -0.68
H: -19.855 9.578 -3.189  0.22
H: -18.373 9.592 -2.375  0.38
H: -19.870 9.733 -1.432  0.21
H: -20.373 7.455 -2.583  0.05
H: -18.492 7.321 -4.035  0.47
H: -18.386 5.948 -2.916  0.42
H: -15.772 6.895 -4.072  0.29
H: -15.228 8.136 -2.957  0.24
H: -16.538 8.515 -4.149  0.35
H: -18.530 6.769 -0.577  0.31
H: -19.443 8.031 -0.110  0.18
C: -25.705 12.174 -0.820  -1.06
C: -27.012 12.741 -0.322  0.35
C: -28.228 11.855 -0.582  -0.23
O: -29.374 12.593 -0.277  -0.34
C: -30.548 12.117 -0.898  -0.76
N: -26.897 13.128 1.080  -0.68
H: -25.341 11.314 -0.257  0.17
H: -24.943 12.956 -0.834  0.37
H: -25.751 11.872 -1.869  0.15
H: -27.232 13.655 -0.885  0.25
H: -28.177 10.936 0.031  0.28
H: -28.207 11.457 -1.611  0.04
H: -30.438 12.105 -1.987  0.28
H: -31.387 12.686 -0.517  0.27
H: -30.695 11.057 -0.627  0.31
H: -27.749 13.572 1.399  0.31
H: -26.769 12.303 1.657  0.24
O: -20.616 11.609 1.795  -0.69
H: -21.512 11.303 1.612  0.39
H: -20.385 12.098 0.984  0.44
O: -22.346 7.302 -0.427  -0.68
H: -22.560 8.119 -0.885  0.28
H: -21.411 7.121 -0.642  0.43
O: -21.646 14.089 -2.619  -0.68
H: -22.228 14.817 -2.378  0.32
H: -22.211 13.305 -2.603  0.31
O: -22.151 10.914 -1.560  0.06
H: -22.160 10.110 -2.099  0.07
H: -22.787 10.740 -0.851  0.14
O: -23.239 10.519 1.264  -0.63
H: -22.792 9.732 1.602  0.33
H: -24.008 10.629 1.832  0.22
O: -20.181 12.990 -0.577  -0.71
H: -20.729 13.739 -0.846  0.37
H: -20.508 12.270 -1.131  0.21
O: -22.267 9.421 -4.086  -0.57
H: -23.194 9.349 -3.817  0.33
H: -22.203 10.268 -4.537  0.29

=====

# 5
Below is a molecular structure, C4H7O3Sm at a distorted geometry, with properties calculated with the ωB97M-V functional and the def2-TZVPD basis.

⟨S²⟩: 12.01
HOMO-LUMO gap (alpha / beta): 6.6 / 6.6 eV
LUMO level (alpha / beta): -4.5 / -4.4 eV
net charge: +1
spin multiplicity: 7

Last column: Mulliken charge in e.
Geometry (Å):
H: -0.616 1.414 -2.679  -0.25
O: -1.026 -0.236 0.533  -0.31
C: 0.268 -0.464 0.564  0.95
O: 0.998 -0.532 -0.416  -0.61
O: 0.672 -0.577 1.796  -0.31
C: 2.081 -0.670 2.036  -0.63
H: 2.490 -1.549 1.526  0.29
H: 2.580 0.239 1.681  0.31
H: 2.185 -0.769 3.119  0.22
C: -1.668 -0.058 -0.707  -0.30
H: -2.025 -0.990 -1.148  0.52
C: -2.059 1.186 -1.082  -0.60
H: -1.925 2.031 -0.403  0.26
H: -2.769 1.259 -1.907  0.31
Sm: 0.812 -0.283 -2.912  1.15

=====

# 6
Below is a molecular structure, C2H4N4, with properties calculated with the ωB97M-V functional and the def2-TZVPD basis.

HOMO-LUMO gap: 10.0 eV
LUMO level: 0.3 eV

Last column: Mulliken charge in e.
Geometry (Å):
C: -1.563 -0.108 -0.007  -0.60
N: -0.112 -0.017 0.017  0.91
N: 0.531 0.615 0.984  -0.64
C: 1.811 0.680 0.543  -0.29
N: 1.829 0.005 -0.688  -0.23
N: 0.605 -0.479 -0.954  -0.45
H: -1.908 -0.292 1.009  0.27
H: -1.844 -0.918 -0.677  0.28
H: -1.965 0.840 -0.369  0.30
H: 2.618 -0.326 0.141  0.46

=====

- What is the formula in the sixth record?
  C2H4N4

=====

- What is the formula in the second record?
  C16H21NO5